The following is a DFT calculation (ωB97M-V with the def2-TZVPD basis set) of a molecular structure, C37H61AlBr2F7MgN3O21S2 at a distorted geometry.

XYZ file:
```
135
Properties=species:S:1:pos:R:3:lowdin_charge:R:1
C -0.444 -2.323 2.376 -0.07
O -1.626 -1.828 3.009 -0.15
C -2.408 -0.869 2.321 -0.37
C -1.810 0.600 2.121 -0.11
C -0.385 0.772 1.464 -0.16
C -0.216 0.319 -0.053 -0.25
N -1.119 1.067 -1.006 0.01
C -3.141 -1.288 0.971 -0.09
C -3.065 -2.802 0.503 -0.18
C -4.194 -3.148 -0.611 -0.18
C -3.930 -2.425 -2.007 -0.19
C -2.551 -2.816 -2.719 -0.23
C -2.049 -4.316 -2.455 -0.28
C -0.506 -4.363 -2.990 -0.15
C 0.491 -3.651 -1.930 -0.18
O 1.883 -3.673 -2.333 -0.06
C 2.438 -2.390 -2.023 -0.39
C 2.157 -1.151 -2.999 -0.02
O 3.117 -2.163 -1.003 0.04
C -3.627 -0.597 3.400 -0.26
C -4.318 -1.965 3.779 -0.12
C -3.749 -2.465 5.225 -0.19
C -4.483 -3.776 5.758 -0.68
F -4.773 -4.669 4.685 -0.03
Br -3.110 -4.733 6.877 0.74
C -5.754 -3.491 6.719 -0.75
F -5.584 -2.353 7.551 -0.10
F -6.960 -3.399 5.996 -0.01
Br -5.985 -5.027 7.994 0.73
O -4.401 0.567 3.084 -0.09
C -5.753 0.418 2.804 -0.08
F -6.494 0.372 4.119 -0.22
H 0.462 -1.766 2.798 0.11
H -0.304 -3.417 2.705 0.11
H -0.461 -2.343 1.239 0.08
H -1.844 1.125 3.146 0.14
H -2.555 1.170 1.453 0.10
H -0.122 1.893 1.498 0.14
H 0.418 0.268 2.110 0.11
H -0.437 -0.799 -0.238 0.08
H 0.853 0.490 -0.404 0.10
H -1.764 1.674 -0.485 0.04
H -1.663 0.378 -1.535 0.05
H -4.263 -1.032 1.049 0.12
H -2.775 -0.645 0.090 0.11
H -3.059 -3.589 1.320 0.12
H -2.064 -2.928 -0.058 0.08
H -4.244 -4.280 -0.811 0.11
H -5.189 -2.743 -0.209 0.12
H -4.772 -2.690 -2.735 0.10
H -3.961 -1.282 -1.892 0.12
H -2.661 -2.711 -3.868 0.08
H -1.724 -2.074 -2.437 0.11
H -1.998 -4.605 -1.360 0.12
H -2.660 -5.140 -3.000 -0.06
H -0.152 -5.439 -3.182 0.13
H -0.429 -3.821 -4.004 0.11
H 0.337 -4.219 -0.945 0.14
H 0.214 -2.564 -1.737 0.11
H 3.076 -0.499 -3.142 0.09
H 1.859 -1.543 -4.033 0.07
H 1.317 -0.492 -2.617 0.07
H -3.012 -0.296 4.336 0.16
H -5.444 -2.012 3.886 0.11
H -4.027 -2.816 3.064 0.12
H -3.906 -1.563 5.922 0.04
H -2.632 -2.656 5.211 0.10
H -6.170 1.363 2.285 0.16
H -6.067 -0.520 2.244 0.16
Al -5.833 0.064 5.898 1.05
C 4.410 0.757 -0.308 -0.12
C 5.707 0.682 0.435 -0.11
O 5.794 1.961 1.055 0.05
C 4.524 2.440 1.161 -0.51
O 4.218 3.419 1.785 0.11
O 3.646 1.670 0.472 0.07
H 3.910 -0.210 -0.375 0.10
H 4.527 1.166 -1.316 0.14
H 5.702 -0.088 1.212 0.14
H 6.557 0.511 -0.226 0.14
C -5.202 2.920 -0.260 -0.89
O -5.077 4.047 -0.711 0.33
O -6.277 2.417 0.122 0.29
O -4.272 2.099 -0.111 0.25
N -9.419 7.283 -0.534 -0.30
S -8.877 5.889 -1.019 0.50
O -8.189 5.069 -0.043 -0.32
O -8.403 5.792 -2.379 -0.29
F -10.262 5.099 -1.138 -0.21
S -8.251 8.301 -0.251 0.49
O -8.673 9.465 0.495 -0.31
O -7.316 8.569 -1.316 -0.29
F -7.347 7.550 0.828 -0.21
Mg -3.180 -4.875 -4.407 0.95
N 7.564 4.467 5.507 0.06
C 6.835 3.989 4.490 -0.14
C 5.453 4.067 4.427 -0.05
C 4.780 4.672 5.481 -0.07
C 5.509 5.175 6.548 -0.07
C 6.889 5.050 6.514 -0.15
H 7.403 3.523 3.694 0.09
H 4.918 3.663 3.575 0.07
H 3.699 4.751 5.468 0.10
H 5.018 5.653 7.387 0.10
H 7.504 5.430 7.324 0.10
F -0.167 -1.325 -4.296 -0.63
C 7.543 4.731 1.215 -0.04
O 8.371 5.749 0.654 0.01
C 9.604 5.335 0.329 -0.60
O 10.038 4.219 0.470 0.12
O 10.272 6.381 -0.183 0.00
C 11.610 6.084 -0.576 -0.05
H 6.572 5.174 1.440 0.10
H 7.393 3.919 0.501 0.09
H 7.972 4.355 2.142 0.07
H 11.621 5.326 -1.362 0.10
H 12.201 5.760 0.282 0.10
H 12.050 6.999 -0.973 0.09
C 1.755 -5.367 -10.946 -0.07
C 0.535 -5.444 -10.048 -0.22
O 0.887 -5.942 -8.751 0.02
C 1.430 -5.042 -7.916 -0.59
O 1.632 -3.880 -8.159 0.14
O 1.728 -5.670 -6.761 -0.01
C 2.373 -4.837 -5.801 -0.05
H 2.270 -6.331 -10.977 0.08
H 1.470 -5.084 -11.961 0.08
H 2.473 -4.634 -10.572 0.08
H -0.184 -6.150 -10.470 0.12
H 0.031 -4.477 -9.970 0.12
H 1.802 -3.924 -5.618 0.09
H 3.385 -4.597 -6.133 0.10
H 2.439 -5.391 -4.863 0.09
O 3.342 5.950 3.090 -0.06
H 3.740 5.364 2.440 -0.07
```

Output
Net charge: 0

The following is a DFT calculation (ωB97M-V with the def2-TZVPD basis set) of a molecular structure, C27H25CaI2N2OTe.

XYZ file:
```
59
Properties=species:S:1:pos:R:3:nbo_charge:R:1
Ca -0.122 0.235 -0.921 1.75
I 1.451 5.204 5.110 0.16
C 1.278 3.701 3.663 -0.18
C 2.372 2.903 3.362 -0.25
C 2.245 1.921 2.396 -0.24
I 3.895 0.743 1.874 0.15
C 1.039 1.692 1.709 0.39
O 0.932 0.768 0.786 -1.00
C -0.051 2.528 2.031 -0.16
C -1.363 2.327 1.323 -0.23
N -1.250 2.340 -0.166 -0.70
C -0.502 3.498 -0.673 -0.28
C -0.036 3.320 -2.097 0.23
C 0.020 4.407 -2.959 -0.24
C 0.551 4.243 -4.227 -0.12
C 1.012 2.990 -4.604 -0.25
C 0.903 1.957 -3.696 0.05
N 0.388 2.105 -2.470 -0.57
C 0.079 3.519 2.995 -0.21
H 3.316 3.050 3.867 0.24
H -2.066 3.094 1.661 0.20
H -1.786 1.353 1.596 0.20
H -2.199 2.402 -0.525 0.37
H 0.388 3.613 -0.050 0.25
H -1.070 4.429 -0.587 0.20
H -0.342 5.372 -2.632 0.24
H 0.607 5.080 -4.910 0.24
H 1.444 2.816 -5.579 0.24
H 1.249 0.962 -3.955 0.20
H -0.766 4.155 3.228 0.22
C -3.008 -0.799 -1.333 -0.23
C -2.198 -1.929 -1.406 -0.27
C -1.297 -2.071 -2.459 -0.18
C -1.204 -1.083 -3.434 -0.27
C -2.014 0.046 -3.361 -0.22
C -2.916 0.188 -2.312 -0.24
H -3.725 -0.699 -0.528 0.24
H -2.275 -2.700 -0.650 0.25
H -0.674 -2.952 -2.521 0.23
H -0.511 -1.200 -4.257 0.24
H -1.945 0.813 -4.122 0.24
H -3.562 1.055 -2.269 0.24
C 0.914 -4.207 -0.206 -0.65
Te 1.825 -2.255 -0.108 0.39
C 1.232 -2.309 1.955 -0.61
C 0.934 -3.753 2.262 -0.09
C 0.802 -4.182 3.580 -0.19
C 0.519 -5.508 3.861 -0.20
C 0.371 -6.421 2.825 -0.20
C 0.506 -6.002 1.513 -0.23
C 0.785 -4.669 1.224 0.03
H 1.548 -4.876 -0.786 0.24
H -0.060 -4.150 -0.692 0.21
H 0.363 -1.669 2.103 0.23
H 2.051 -1.915 2.551 0.25
H 0.930 -3.473 4.389 0.22
H 0.425 -5.832 4.889 0.22
H 0.162 -7.461 3.040 0.22
H 0.404 -6.715 0.703 0.22
```

Output
Net charge: +1
ΔE to the lowest compared entry with this formula, charge and spin: 0.476 eV

The following is a DFT calculation (ωB97M-V with the def2-TZVPD basis set) of a single C4H8N2OS molecule at a distorted geometry.

XYZ file:
```
16
Properties=species:S:1:pos:R:3:nbo_charge:R:1
N -2.055 1.293 -1.151 -0.63
N -1.246 0.188 -0.920 -0.30
C -1.842 -1.024 -0.702 0.53
O -1.267 -2.046 -0.414 -0.61
C 0.212 0.302 -0.860 -0.25
C 0.654 0.684 0.552 -0.31
C 0.827 -0.388 1.546 -0.49
S 2.379 0.336 0.991 0.09
H -1.779 1.708 -2.030 0.35
H -1.984 1.999 -0.428 0.35
H -2.923 -0.951 -0.807 0.13
H 0.641 -0.657 -1.098 0.24
H 0.541 1.052 -1.589 0.20
H 0.329 1.643 0.901 0.22
H 0.578 -0.212 2.611 0.23
H 0.674 -1.392 1.174 0.25
```

Output
Net charge: 0
ΔE to the lowest compared entry with this formula, charge and spin: 1.350 eV
SMILES: NN(C=O)C[C@H]1CS1

The following is a DFT calculation (ωB97M-V with the def2-TZVPD basis set) of a molecular structure, C28H30FI2N2O9PS2 at a distorted geometry.

XYZ file:
```
75
Properties=species:S:1:pos:R:3:lowdin_charge:R:1
C 2.122 4.787 -0.807 -0.08
C 1.870 3.502 -1.752 -0.31
O 1.464 3.895 -3.094 -0.26
P 1.201 2.534 -4.114 0.72
O 2.119 2.747 -5.346 -0.34
C 1.604 0.882 -3.234 -0.23
C 1.579 -0.364 -4.253 -0.20
C 2.234 -1.715 -3.607 -0.15
C 1.644 -1.775 -2.100 -0.12
C 2.518 -1.344 -0.903 0.06
C 1.955 -1.347 0.562 -0.11
N 2.756 -0.901 1.720 0.03
C 3.789 0.075 1.315 -0.36
C 5.304 -0.452 1.091 0.00
O 3.567 1.299 1.093 0.04
C 3.308 -2.027 2.507 -0.39
C 3.477 -3.521 1.973 -0.01
O 3.664 -1.771 3.694 0.04
C 0.490 -1.801 0.750 0.04
C -0.397 -2.241 -0.478 0.03
C 0.153 -2.249 -1.947 -0.12
N -0.694 -2.671 -3.079 0.08
C -1.929 -2.655 -0.188 -0.26
O -2.491 -3.647 -0.708 0.03
C -2.666 -1.693 0.885 -0.03
C -4.116 -1.188 0.698 -0.44
S -5.065 -1.722 -0.789 0.76
C -4.686 -0.217 1.799 -0.20
S -6.385 0.520 1.689 0.81
O -6.558 1.030 0.269 -0.34
O -6.373 1.759 2.570 -0.33
F -7.594 -0.536 2.163 -0.21
C -3.808 0.170 3.016 0.04
C -2.333 -0.332 3.232 -0.11
C -1.475 0.105 4.514 -0.67
I 0.488 1.032 4.216 0.81
C -1.911 -0.081 5.860 -0.73
C -3.320 -0.793 6.173 -0.14
I -0.656 0.616 7.503 0.75
C -1.779 -1.271 2.121 0.03
C -0.262 -1.829 2.177 -0.27
O 0.273 -2.279 3.216 0.05
O -0.468 2.620 -4.553 -0.25
C -1.293 2.560 -3.349 -0.30
C -2.213 3.854 -3.121 -0.08
H 2.925 4.521 -0.026 0.08
H 2.541 5.637 -1.442 0.08
H 1.171 5.091 -0.251 0.08
H 2.892 2.969 -1.863 0.12
H 1.110 2.846 -1.208 0.11
H 0.804 0.800 -2.401 0.09
H 2.630 0.926 -2.705 0.10
H 0.492 -0.651 -4.509 0.11
H 2.097 -0.039 -5.219 0.11
H 1.925 -2.632 -4.226 0.11
H 3.376 -1.649 -3.627 0.12
H 3.591 -0.993 -1.135 0.11
H 5.928 0.280 0.462 0.10
H 5.737 -0.641 2.129 0.10
H 5.219 -1.418 0.457 0.09
H 4.469 -3.909 2.418 0.10
H 2.657 -4.199 2.428 0.11
H 3.470 -3.625 0.837 0.08
H -1.224 -3.529 -2.814 0.09
H -0.094 -3.001 -3.865 0.08
H -5.804 -2.831 -0.387 -0.09
H -4.266 0.882 3.779 0.11
H -3.221 -1.887 5.810 0.10
H -3.480 -0.820 7.300 0.06
H -4.199 -0.306 5.634 0.07
H -1.911 1.588 -3.410 0.13
H -0.629 2.456 -2.425 0.08
H -3.076 3.935 -3.870 0.08
H -2.681 3.841 -2.063 0.09
H -1.553 4.793 -3.191 0.09
```

Output
Net charge: 0

E (computed, eV): -279621.812, -75363.583, -20139.485, -100795.559
Orbital gap (computed, eV): 0.97, 7.14, 9.54, 6.88